Entry 1:
Computed, not measured: a structure of composition C51H53IrN3P2Te, with the ωB97M-V functional and the def2-TZVPD basis.

Calculated values
Highest occupied orbital energy (alpha / beta): -8.61 / -10.46 eV
Lowest unoccupied orbital energy (alpha / beta): -2.415 / -4.871 eV
Gap between HOMO and LUMO (alpha / beta): 6.20 / 5.59 eV
⟨S²⟩: 6.08

```
! RIJCOSX wB97M-V def2-TZVPD def2/J DEFGRID3
* xyz 1 5
Ir 0.52 -0.33 0.15
C -4.53 2.11 2.50
C -4.56 0.59 2.75
C -3.88 0.08 4.04
C -4.32 -0.27 1.50
C -5.42 -1.06 1.21
C -5.53 -1.82 0.05
C -4.53 -1.73 -0.89
C -3.37 -1.00 -0.65
C -2.39 -1.00 -1.81
C -1.80 0.36 -2.19
C -1.36 -2.11 -1.62
C -3.20 -0.33 0.59
N -1.90 0.19 0.83
C -1.67 0.89 1.90
C -0.46 1.53 2.19
C -0.27 2.40 3.32
C 0.95 2.97 3.15
C 1.50 2.42 1.90
N 0.67 1.53 1.37
C 2.78 2.92 1.31
C 2.63 4.44 1.10
C 3.07 2.27 -0.04
C 3.92 2.65 2.29
H -4.71 2.64 3.44
H -5.34 2.37 1.82
H -3.62 2.51 2.07
H -5.62 0.42 2.96
H -2.80 -0.05 3.99
H -4.30 -0.90 4.29
H -4.10 0.75 4.87
H -6.25 -1.06 1.90
H -6.41 -2.42 -0.13
H -4.63 -2.25 -1.84
H -2.99 -1.30 -2.67
H -0.90 0.61 -1.62
H -2.52 1.16 -2.02
H -1.52 0.37 -3.24
H -0.65 -1.82 -0.81
H -0.80 -2.31 -2.52
H -1.84 -3.02 -1.27
H -2.42 1.05 2.64
H -0.99 2.57 4.10
H 1.43 3.70 3.77
H 1.84 4.66 0.38
H 3.56 4.84 0.72
H 2.40 4.97 2.03
H 2.29 2.50 -0.77
H 3.10 1.19 0.05
H 4.02 2.63 -0.42
H 3.78 3.18 3.24
H 4.86 3.00 1.86
H 4.01 1.59 2.51
Te 3.39 -4.37 -0.92
C 3.91 -5.04 1.00
C 4.87 -4.36 1.73
C 5.25 -4.88 2.95
N 4.77 -6.01 3.47
C 3.86 -6.66 2.75
C 3.39 -6.22 1.51
C 2.28 -2.73 -0.48
P 2.45 -1.11 -1.29
C 4.25 -1.01 -1.62
C 4.82 -1.51 -2.78
C 6.19 -1.49 -2.96
C 7.02 -0.96 -1.98
C 6.46 -0.45 -0.81
C 5.08 -0.48 -0.64
C 1.79 -1.21 -2.99
C 1.59 -0.01 -3.67
C 1.15 -0.03 -4.98
C 0.89 -1.23 -5.62
C 1.09 -2.43 -4.95
C 1.55 -2.41 -3.64
P 1.22 -2.32 0.93
C -0.05 -3.58 1.20
C -0.19 -4.75 0.46
C -1.26 -5.61 0.69
C -2.20 -5.30 1.66
C -2.08 -4.13 2.40
C -1.02 -3.27 2.16
C 2.20 -2.33 2.46
C 3.04 -1.25 2.69
C 3.76 -1.16 3.87
C 3.63 -2.15 4.83
C 2.79 -3.23 4.62
C 2.07 -3.32 3.43
H 5.32 -3.44 1.36
H 6.00 -4.37 3.55
H 3.47 -7.58 3.18
H 2.65 -6.80 0.98
H 4.19 -1.93 -3.56
H 6.62 -1.88 -3.88
H 8.09 -0.94 -2.12
H 7.10 -0.04 -0.04
H 4.67 -0.09 0.29
H 1.78 0.93 -3.18
H 1.00 0.91 -5.51
H 0.54 -1.24 -6.65
H 0.90 -3.37 -5.44
H 1.70 -3.35 -3.12
H 0.52 -4.99 -0.32
H -1.35 -6.51 0.11
H -3.03 -5.97 1.84
H -2.82 -3.87 3.14
H -0.93 -2.35 2.73
H 3.11 -0.46 1.95
H 4.42 -0.32 4.04
H 4.19 -2.08 5.76
H 2.70 -4.00 5.36
H 1.42 -4.17 3.27
*
```

Entry 2:
Computed, not measured: the ion C5H11N3 with charge +2 at a distorted geometry, with the ωB97M-V functional and the def2-TZVPD basis.

Calculated values
Highest occupied orbital energy (alpha / beta): -18.42 / -19.90 eV
ΔE to the lowest compared entry with this formula, charge and spin: 103.2 kJ/mol
Lowest unoccupied orbital energy (alpha / beta): -10.291 / -11.772 eV
Gap between HOMO and LUMO (alpha / beta): 8.13 / 8.13 eV
⟨S²⟩: 2.06

```
! RIJCOSX wB97M-V def2-TZVPD def2/J DEFGRID3
* xyz 2 3
C -1.36 1.46 0.00
C -0.63 -0.75 -0.07
C -2.99 -0.22 0.03
C 2.26 1.38 0.08
C 1.65 -1.50 -0.01
N -1.59 0.22 -0.03
N 1.04 0.77 -0.20
N 0.67 -0.44 -0.09
H -1.65 2.48 -0.14
H -0.95 -1.78 -0.11
H -3.24 -0.75 -0.89
H -3.11 -0.88 0.88
H -3.67 0.63 0.14
H 3.04 1.03 -0.62
H 2.16 2.46 -0.09
H 2.60 1.20 1.11
H 2.31 -1.32 0.84
H 1.18 -2.48 0.10
H 2.27 -1.51 -0.92
*
```

Entry 3:
Computed, not measured: an isolated molecule of C5H8O2 at a distorted geometry, with the ωB97M-V functional and the def2-TZVPD basis.

Calculated values
Highest occupied orbital energy: -9.26 eV
SMILES: CC1O[C@@H]2C[C@H]2O1
ΔE to the lowest compared entry with this formula, charge and spin: 826.8 kJ/mol
Lowest unoccupied orbital energy: 0.925 eV
Gap between HOMO and LUMO: 10.19 eV

```
! RIJCOSX wB97M-V def2-TZVPD def2/J DEFGRID3
* xyz 0 1
C -1.25 1.66 0.10
C -0.75 0.50 -0.69
O 0.63 0.66 -1.14
C 1.17 -0.02 0.05
C 1.38 -1.68 0.51
C 0.27 -1.18 0.00
O -1.10 -0.74 -0.03
H -2.38 1.99 0.33
H -0.85 2.58 -0.44
H -0.84 1.60 1.22
H -1.02 0.30 -1.61
H 1.10 0.44 1.16
H 1.56 -2.55 -0.07
H 1.70 -1.81 1.63
H 0.37 -1.75 -1.01
*
```

Energy readings, ordered: -86918.611, -9809.352, -9401.263 eV